P) Computed, not measured: a cluster of 2 separate species, C5H13N2 in total, with ωB97M-V/def2-TZVPD.

Calculated values
**Kohn-Sham gap**: 4.74 eV
**Spin multiplicity**: 1
**Charge**: +1
**Highest occupied orbital energy**: -12.83 eV

Atoms and positions in Å:
C 0.537 -0.300 0.808
N 4.789 0.610 -0.030
C -0.521 0.485 0.643
N -0.738 0.794 -0.969
C -1.465 -0.418 -1.327
C -2.664 -0.466 -0.277
C -1.879 -0.043 1.061
H 0.991 -0.414 1.808
H 0.598 -1.266 0.351
H 3.728 0.562 -0.241
H 5.192 1.690 -0.090
H -0.253 1.487 1.073
H 0.203 0.441 -1.074
H 5.137 -0.009 -0.802
H -0.854 -1.364 -1.230
H -1.851 -0.314 -2.340
H -3.532 0.108 -0.411
H -2.983 -1.514 -0.289
H -2.585 0.691 1.465
H -1.848 -0.760 1.871

Q) Computed, not measured: a structure of composition C5H13N2, with ωB97M-V/def2-TZVPD.

Calculated values
**Kohn-Sham gap**: 6.07 eV
**Spin multiplicity**: 1
**Charge**: +1
**Highest occupied orbital energy**: -14.64 eV

Atoms and positions in Å:
C 2.188 -0.383 -0.743
C 1.310 0.879 -0.673
C 0.417 1.151 0.560
C 0.127 -0.023 1.504
N -1.713 0.128 -1.249
C -1.992 -0.664 -0.253
N -0.348 -1.111 0.745
H 2.651 -0.561 0.234
H 1.550 -1.253 -0.901
H 2.973 -0.324 -1.484
H 1.959 1.741 -0.807
H 0.708 0.817 -1.582
H 0.717 2.088 1.014
H -0.573 1.318 0.096
H -0.645 0.307 2.220
H 1.009 -0.366 2.076
H -2.513 -0.217 0.604
H -2.552 0.647 -1.566
H -2.095 -1.744 -0.418
H -0.857 -1.803 1.312

R) Computed, not measured: a cluster of 2 separate species, C5H13N2 in total, with ωB97M-V/def2-TZVPD.

Calculated values
**Kohn-Sham gap (alpha / beta)**: 8.28 / 8.93 eV
**Spin multiplicity**: 1
**Charge**: +1
**Highest occupied orbital energy (alpha / beta)**: -12.29 / -12.12 eV

Atoms and positions in Å:
C -0.747 -1.067 -1.108
C -1.439 0.295 -0.996
C -0.157 -0.787 0.251
C 2.612 0.149 -0.463
C -0.362 1.681 0.831
N -0.119 -1.699 1.282
N -1.009 0.429 0.432
H -1.430 -1.920 -1.136
H -0.031 -1.164 -1.923
H -0.989 1.074 -1.608
H -2.519 0.306 -1.126
H 2.278 0.833 -1.212
H 2.913 -0.836 -0.746
H 2.892 0.522 0.501
H 0.464 1.889 0.150
H -1.080 2.502 0.801
H 0.038 1.589 1.841
H 0.146 -2.634 1.004
H 0.324 -1.410 2.145
H -1.785 0.247 1.080

S) Computed, not measured: a cluster of 2 separate species, C5H13N2 in total, with ωB97M-V/def2-TZVPD.

Calculated values
**Kohn-Sham gap**: 9.01 eV
**Spin multiplicity**: 1
**Charge**: +1
**Highest occupied orbital energy**: -13.80 eV

Atoms and positions in Å:
C 1.242 1.852 -0.346
C 0.047 2.042 0.666
C -1.897 0.858 1.138
N -0.650 0.758 0.841
H 1.635 2.877 -0.580
H 2.036 1.316 0.169
H 0.930 1.327 -1.270
H -0.603 2.826 0.244
H 0.401 2.388 1.646
H -2.409 1.827 1.296
H -2.514 -0.048 1.170
C -0.741 -2.561 -0.746
C 1.414 -1.407 -0.649
N 0.378 -1.915 -0.093
H -1.730 -2.050 -0.475
H -0.807 -3.539 -0.335
H -0.578 -2.585 -1.837
H 1.514 -1.440 -1.728
H 2.132 -0.905 0.028
H 0.203 -1.623 0.862

Here is how they stack up, most stable first: S), R), P), Q).

P) Computed, not measured: a cluster of 2 separate species, C4H11N3 in total, with ωB97M-V/def2-TZVPD.

Calculated values
**Structure (SMILES)**: [H]/N=C/N.C/C=C/N
**Kohn-Sham gap**: 8.92 eV
**Spin multiplicity**: 1
**Highest occupied orbital energy**: -7.93 eV

Atoms and positions in Å:
H 1.490 2.072 -1.461
N 1.676 2.243 -0.479
C 0.587 2.569 0.101
N 0.565 3.097 1.349
H -0.389 2.332 -0.312
H -0.305 3.432 1.719
H 1.402 3.530 1.699
C -1.329 -3.626 -0.986
C -1.253 -2.303 -0.278
C -0.159 -1.554 -0.272
N -0.028 -0.394 0.489
H -0.419 -3.800 -1.551
H -1.467 -4.441 -0.274
H -2.183 -3.673 -1.667
H -2.053 -2.028 0.399
H 0.707 -1.830 -0.869
H 0.722 0.277 0.463
H -0.249 -0.544 1.463

Q) Computed, not measured: the molecule C4H11N3, with ωB97M-V/def2-TZVPD.

Calculated values
**Structure (SMILES)**: CN1C[C@]1(C)NN
**Kohn-Sham gap**: 8.97 eV
**Spin multiplicity**: 1
**Highest occupied orbital energy**: -7.94 eV

Atoms and positions in Å:
C -2.057 0.399 -0.758
N -0.676 0.758 -0.500
C -0.215 1.075 0.858
C 0.281 -0.156 0.159
C -0.052 -1.539 0.638
N 1.360 -0.021 -0.776
N 2.615 -0.034 -0.092
H -2.638 1.309 -0.911
H -2.508 -0.160 0.068
H -2.097 -0.219 -1.654
H 0.413 1.955 0.927
H -0.940 0.954 1.656
H 0.849 -1.927 1.113
H -0.899 -1.546 1.324
H -0.276 -2.184 -0.211
H 0.611 0.854 -1.284
H 2.919 0.907 0.159
H 3.311 -0.426 -0.717

Here is how they stack up, most stable first: P), Q).

P) Computed, not measured: the molecule C4H11N3, with ωB97M-V/def2-TZVPD.

Calculated values
**Structure (SMILES)**: N/C=C(\N)CCN
**Kohn-Sham gap**: 8.79 eV
**Spin multiplicity**: 1
**Highest occupied orbital energy**: -7.83 eV

Atoms and positions in Å:
N 0.766 -1.831 2.054
C 1.058 -0.844 1.156
C 0.475 -0.583 -0.064
N -0.372 -1.528 -0.794
C 0.786 0.643 -0.955
C -0.249 1.717 -0.555
N -1.655 1.253 -0.714
H -0.088 -1.701 2.533
H 1.238 -2.671 2.007
H 1.593 -0.028 1.597
H -1.193 -0.945 -1.043
H -0.356 -2.459 -0.480
H 1.902 0.831 -0.744
H 0.607 0.237 -2.040
H -0.077 2.120 0.423
H -0.122 2.497 -1.283
H -2.170 1.345 0.140
H -2.144 1.948 -1.236

Q) Computed, not measured: a cluster of 2 separate species, C4H11N3 in total, with ωB97M-V/def2-TZVPD.

Calculated values
**Kohn-Sham gap (alpha / beta)**: 9.06 / 6.58 eV
**Spin multiplicity**: 1
**Highest occupied orbital energy (alpha / beta)**: -8.26 / -6.42 eV

Atoms and positions in Å:
C 1.787 -0.816 0.365
N 0.598 -0.358 -0.340
N 1.458 1.718 -1.023
H 0.744 0.193 -1.257
H 1.894 1.990 -0.139
H 0.606 2.282 -1.045
H 1.793 -0.454 1.396
H 2.657 -0.415 -0.149
H 1.861 -1.903 0.366
C -0.730 -0.424 0.254
C -2.362 1.214 0.443
C -0.852 -1.757 -0.333
N -1.591 0.577 -0.323
H -0.661 -0.396 1.349
H -2.390 1.081 1.532
H -3.038 1.951 0.016
H -1.190 -1.851 -1.354
H -0.584 -2.630 0.242

Here is how they stack up, most stable first: P), Q).

P) Computed, not measured: the molecule C4H11N3, with ωB97M-V/def2-TZVPD.

Calculated values
**Structure (SMILES)**: C/C=C/NN(C)N
**Kohn-Sham gap**: 8.52 eV
**Spin multiplicity**: 1
**Highest occupied orbital energy**: -7.50 eV

Atoms and positions in Å:
C -2.941 -0.929 0.972
C -1.461 -0.720 1.017
C -0.868 0.088 0.047
N 0.483 0.316 0.164
N 1.188 0.465 -1.096
C 1.998 1.614 -0.733
N 1.978 -0.715 -1.373
H -3.069 -2.000 0.743
H -3.480 -0.731 1.892
H -3.482 -0.308 0.247
H -0.832 -0.931 1.914
H -1.265 0.318 -0.871
H 0.998 -0.085 1.028
H 3.017 1.622 -1.252
H 1.586 2.569 -1.144
H 2.098 1.693 0.340
H 1.320 -1.415 -1.145
H 2.731 -0.850 -0.750

Q) Computed, not measured: the molecule C4H11N3, with ωB97M-V/def2-TZVPD.

Calculated values
**Structure (SMILES)**: CC(C)=C(N)NN
**Kohn-Sham gap**: 8.95 eV
**Spin multiplicity**: 1
**Highest occupied orbital energy**: -8.01 eV

Atoms and positions in Å:
C -1.916 0.266 -0.458
C -0.455 0.451 -0.305
C 0.143 2.099 -0.748
C 0.627 -0.223 -0.111
N 1.940 0.004 0.174
N 0.288 -1.851 0.228
N 0.386 -2.333 1.546
H -2.455 0.932 0.222
H -2.243 0.490 -1.478
H -2.223 -0.758 -0.230
H -0.726 2.729 -0.552
H 0.954 2.452 -0.114
H 0.385 2.130 -1.810
H 2.376 0.654 -0.469
H 2.415 -0.893 0.220
H -0.598 -2.146 -0.181
H -0.229 -1.806 2.174
H 1.331 -2.196 1.894

R) Computed, not measured: a structure of composition C4H11N3, with ωB97M-V/def2-TZVPD.

Calculated values
**Kohn-Sham gap**: 7.95 eV
**Spin multiplicity**: 1
**Highest occupied orbital energy**: -7.04 eV

Atoms and positions in Å:
C -1.050 -0.464 -0.494
C -0.984 -0.549 0.915
C -1.923 0.593 -1.125
C 1.295 0.212 0.483
N 1.965 -0.993 0.794
N 0.722 0.220 -0.884
N 1.662 1.382 0.864
H -1.071 -1.403 -1.047
H 2.708 -0.865 1.469
H 1.336 -1.730 1.076
H 1.365 -0.227 -1.534
H 0.592 1.171 -1.236
H 2.228 1.358 1.707
H -1.050 -1.527 1.380
H -1.421 0.251 1.498
H -2.969 0.291 -1.069
H -1.657 0.734 -2.176
H -1.749 1.545 -0.622

S) Computed, not measured: a cluster of 2 separate species, C4H11N3 in total, with ωB97M-V/def2-TZVPD.

Calculated values
**Kohn-Sham gap (alpha / beta)**: 9.72 / 7.66 eV
**Spin multiplicity**: 1
**Highest occupied orbital energy (alpha / beta)**: -8.70 / -7.37 eV

Atoms and positions in Å:
C -1.290 -0.337 0.017
C -2.732 -0.810 -0.024
C -1.044 1.194 0.400
C 2.624 -0.721 0.789
N -0.329 -1.051 -0.232
N 2.333 0.101 -1.361
N 1.958 0.276 -0.077
H -3.413 0.059 0.105
H -2.835 -1.596 0.737
H -2.880 -1.193 -1.054
H -1.642 1.918 -0.290
H 0.066 1.514 0.319
H -1.420 1.246 1.381
H 2.065 -0.936 1.685
H 2.442 -1.770 0.306
H 3.725 -0.530 1.009
H 2.577 -0.872 -1.625
H 1.660 0.692 -1.932

Here is how they stack up, most stable first: R), Q), P), S).

P) Computed, not measured: the molecule C5H8S, with ωB97M-V/def2-TZVPD.

Calculated values
**Structure (SMILES)**: CC1=C[C@H](S)C1
**Kohn-Sham gap**: 9.53 eV
**Spin multiplicity**: 1
**Highest occupied orbital energy**: -8.62 eV

Atoms and positions in Å:
C -0.119 -0.513 2.163
C -0.156 -0.036 0.744
C -1.142 0.426 -0.006
C -0.155 0.465 -1.279
S -0.422 -0.471 -2.713
C 0.892 -0.168 -0.306
H -0.141 -1.585 2.110
H -1.083 -0.106 2.667
H 0.847 -0.101 2.356
H -2.011 1.014 0.156
H 0.171 1.461 -1.715
H 0.435 0.194 -3.543
H 1.682 0.589 -0.203
H 1.201 -1.171 -0.432

Q) Computed, not measured: a cluster of 2 separate species, C5H8S in total, with ωB97M-V/def2-TZVPD.

Calculated values
**Structure (SMILES)**: C=C=S.C=CC
**Kohn-Sham gap**: 8.62 eV
**Spin multiplicity**: 1
**Highest occupied orbital energy**: -8.71 eV

Atoms and positions in Å:
C 4.955 -0.846 0.148
C 3.971 -0.017 0.035
S 2.765 0.961 -0.090
H 5.246 -1.249 1.099
H 5.528 -1.156 -0.706
C -1.469 -0.617 -0.324
C -2.042 0.561 -0.165
C -3.475 0.746 0.216
H -2.016 -1.529 -0.164
H -0.440 -0.720 -0.619
H -1.480 1.469 -0.338
H -3.600 1.614 0.863
H -4.080 0.916 -0.677
H -3.863 -0.135 0.722

Here is how they stack up, most stable first: Q), P).

P) Computed, not measured: the molecule C5H8S, with ωB97M-V/def2-TZVPD.

Calculated values
**Structure (SMILES)**: CC#CCSC
**Kohn-Sham gap**: 9.37 eV
**Spin multiplicity**: 1
**Highest occupied orbital energy**: -8.41 eV

Atoms and positions in Å:
C 2.985 0.370 -0.384
C 1.578 -0.333 -0.211
C 0.487 -0.812 0.041
C -0.910 -1.268 0.138
S -1.932 -0.253 -0.883
C -2.402 0.884 0.256
H 2.921 1.461 -0.380
H 3.396 0.183 -1.386
H 3.679 -0.005 0.413
H -0.996 -2.409 -0.224
H -1.229 -1.363 1.167
H -1.506 1.456 0.758
H -3.085 0.463 0.975
H -2.985 1.624 -0.280

Q) Computed, not measured: the molecule C5H8S, with ωB97M-V/def2-TZVPD.

Calculated values
**Kohn-Sham gap (alpha / beta)**: 7.03 / 7.36 eV
**Spin multiplicity**: 1
**Highest occupied orbital energy (alpha / beta)**: -7.38 / -7.40 eV

Atoms and positions in Å:
C 1.662 1.103 0.712
C 0.810 0.477 -0.126
C -1.405 0.297 -2.218
C -0.014 -0.718 0.095
C -0.316 -1.209 1.427
S -1.189 -0.965 -1.184
H 2.165 2.105 0.517
H 1.982 0.736 1.706
H 0.751 0.795 -1.117
H -1.268 1.373 -2.039
H -1.786 0.024 -3.162
H -1.353 -1.729 1.537
H -0.369 -0.358 2.025
H 0.330 -1.932 1.827

Here is how they stack up, most stable first: P), Q).

P) Computed, not measured: a cluster of 2 separate species, C5H8S in total, with ωB97M-V/def2-TZVPD.

Calculated values
**Kohn-Sham gap**: 7.82 eV
**Spin multiplicity**: 1
**Highest occupied orbital energy**: -7.40 eV

Atoms and positions in Å:
C -1.991 0.581 -0.377
C 0.112 -0.917 -0.207
C -0.746 1.352 0.071
C 0.552 0.468 -0.219
C 0.832 -1.990 -0.178
S -1.675 -0.978 0.125
H -1.967 0.584 -1.461
H -0.668 2.420 -0.235
H -0.814 1.467 1.172
H 1.292 0.601 0.650
H 1.086 0.645 -1.211
H 2.343 -1.717 -0.314
H 0.585 -2.948 -0.106
H -1.542 -0.566 1.451

Q) Computed, not measured: the molecule C5H8S, with ωB97M-V/def2-TZVPD.

Calculated values
**Structure (SMILES)**: C=C1CCSC1
**Kohn-Sham gap**: 9.39 eV
**Spin multiplicity**: 1
**Highest occupied orbital energy**: -8.45 eV

Atoms and positions in Å:
C 2.216 -0.355 0.198
C 1.021 -0.136 -0.168
C 0.595 1.143 -0.534
C -0.581 1.197 0.528
S -1.514 -0.297 -0.073
C -0.037 -1.318 -0.051
H 3.003 0.636 -0.079
H 2.216 -1.303 0.909
H 1.143 2.000 -0.205
H 0.153 1.061 -1.712
H -1.510 1.896 0.472
H -0.189 1.206 1.718
H -0.003 -2.128 -0.887
H 0.124 -1.794 1.109

Here is how they stack up, most stable first: Q), P).

P) Computed, not measured: the molecule C5H8S, with ωB97M-V/def2-TZVPD.

Calculated values
**Structure (SMILES)**: C#CC(C)(C)S
**Kohn-Sham gap**: 10.05 eV
**Spin multiplicity**: 1
**Highest occupied orbital energy**: -9.22 eV

Atoms and positions in Å:
C 0.311 -0.100 2.449
C 0.034 0.207 1.273
C -0.024 0.268 -0.169
C 0.710 -0.984 -0.665
C -1.448 0.353 -0.776
S 0.945 1.781 -0.802
H 0.574 -0.289 3.474
H 0.331 -1.226 -1.625
H 1.768 -0.865 -0.700
H 0.420 -1.923 -0.043
H -1.404 0.208 -1.872
H -1.917 1.295 -0.531
H -1.981 -0.547 -0.376
H 1.681 1.822 0.362

Q) Computed, not measured: the molecule C5H8S, with ωB97M-V/def2-TZVPD.

Calculated values
**Structure (SMILES)**: C=C(C=S)CC
**Kohn-Sham gap**: 8.04 eV
**Spin multiplicity**: 1
**Highest occupied orbital energy**: -8.70 eV

Atoms and positions in Å:
C -0.887 -1.022 1.119
C -0.530 -0.382 -0.007
C 0.277 0.866 0.058
S 0.788 1.614 1.374
C -0.872 -0.989 -1.315
C 0.334 -1.445 -2.186
H -1.442 -1.956 1.032
H -0.555 -0.647 2.107
H 0.538 1.356 -0.879
H -1.554 -1.847 -1.139
H -1.459 -0.230 -1.910
H 1.119 -1.862 -1.544
H 0.781 -0.633 -2.691
H 0.031 -2.174 -2.977

R) Computed, not measured: the molecule C5H8S, with ωB97M-V/def2-TZVPD.

Calculated values
**Structure (SMILES)**: C1SC[C@H]2C[C@H]12
**Kohn-Sham gap**: 9.28 eV
**Spin multiplicity**: 1
**Highest occupied orbital energy**: -8.31 eV

Atoms and positions in Å:
C -0.378 -1.431 -0.021
S -1.567 0.052 -0.061
C -0.167 1.448 0.216
C 0.916 0.646 -0.429
C 2.092 -0.150 -0.050
C 0.797 -0.692 0.402
H -0.215 -1.774 -1.023
H -0.734 -2.228 0.614
H 0.224 1.514 1.275
H -0.606 2.412 -0.341
H 0.669 0.417 -1.503
H 2.828 -0.359 -0.897
H 2.541 0.459 0.716
H 0.805 -0.207 1.435

Here is how they stack up, most stable first: Q), P), R).